Entry 1:
Below is one molecule with the formula C24H33N3O2, with properties calculated with wB97M-V/def2-TZVPD.

The molar mass comes out at 395.5 g mol⁻¹. The SMILES is CCCn1nc2cc(C(=O)NC[C@]34C[C@H]5C[C@H](C[C@H](C5)C3)C4)ccc2c1OCC. Its strongest force on any atom is 1.1 eV Å⁻¹. As for the energy relative to the best compared isomer or geometry (same formula, charge and spin): 0.000 eV.

Geometry (Å):
1 C -5.670 2.649 -0.503
2 C -5.792 2.574 1.014
3 C -5.960 1.134 1.507
4 N -4.792 0.347 1.213
5 N -3.679 0.514 1.926
6 C -2.788 -0.323 1.396
7 C -1.459 -0.540 1.788
8 C -0.708 -1.448 1.085
9 C 0.708 -1.660 1.505
10 O 1.065 -1.619 2.666
11 N 1.566 -1.901 0.481
12 C 2.988 -2.022 0.681
13 C 3.783 -0.766 0.276
14 C 5.260 -0.993 0.617
15 C 6.081 0.239 0.238
16 C 5.950 0.497 -1.262
17 C 4.481 0.734 -1.606
18 C 3.966 1.948 -0.834
19 C 4.099 1.687 0.666
20 C 5.567 1.451 1.013
21 C 3.276 0.457 1.045
22 C 3.658 -0.497 -1.227
23 C -1.270 -2.175 0.006
24 C -2.567 -1.999 -0.384
25 C -3.359 -1.056 0.297
26 C -4.671 -0.568 0.232
27 O -5.770 -0.822 -0.518
28 C -5.610 -1.582 -1.701
29 C -4.853 -0.824 -2.786
30 H -6.541 2.202 -0.978
31 H -4.781 2.120 -0.841
32 H -5.592 3.684 -0.826
33 H -6.655 3.153 1.345
34 H -4.898 2.994 1.478
35 H -6.099 1.130 2.590
36 H -6.814 0.657 1.021
37 H -1.038 -0.002 2.621
38 H 1.235 -1.817 -0.465
39 H 3.128 -2.211 1.749
40 H 3.355 -2.887 0.116
41 H 5.362 -1.190 1.686
42 H 5.633 -1.867 0.078
43 H 7.133 0.063 0.488
44 H 6.543 1.370 -1.544
45 H 6.330 -0.361 -1.823
46 H 4.383 0.917 -2.683
47 H 4.540 2.835 -1.111
48 H 2.919 2.135 -1.087
49 H 3.727 2.555 1.221
50 H 5.671 1.276 2.086
51 H 6.158 2.334 0.758
52 H 3.348 0.271 2.118
53 H 2.223 0.633 0.813
54 H 2.612 -0.323 -1.492
55 H 4.010 -1.366 -1.790
56 H -0.667 -2.918 -0.496
57 H -2.964 -2.585 -1.200
58 H -6.633 -1.787 -2.027
59 H -5.120 -2.535 -1.473
60 H -4.801 -1.429 -3.686
61 H -5.367 0.107 -3.016
62 H -3.843 -0.591 -2.458

Force components x, y, z for each atom (eV/Å):
C -0.02 0.07 0.21
C 0.00 -0.22 -0.14
C -0.33 0.58 0.19
N 0.13 -0.75 -0.62
N 0.47 0.43 0.70
C -0.91 -0.18 -0.66
C 0.52 -0.25 -0.06
C -0.39 0.43 0.49
C 0.01 -0.07 -0.14
O 0.01 0.14 0.25
N 0.05 -0.07 -0.35
C 0.32 0.14 0.10
C -0.26 -0.41 0.13
C -0.05 0.12 -0.08
C 0.30 -0.06 0.06
C -0.05 -0.02 0.04
C -0.04 0.07 -0.34
C 0.01 -0.04 0.03
C -0.10 0.24 0.12
C -0.03 -0.03 -0.03
C 0.09 0.06 -0.04
C 0.11 0.10 0.08
C -0.24 -0.14 -0.34
C 0.20 -0.21 -0.20
C -0.05 0.27 0.30
C -0.21 0.06 0.00
O 0.27 0.28 0.56
C 0.12 -0.18 -0.56
C -0.16 -0.07 0.38
H -0.07 -0.04 -0.11
H 0.09 -0.06 -0.10
H 0.02 0.07 -0.09
H 0.01 0.01 0.08
H -0.06 0.03 0.08
H 0.00 -0.13 -0.12
H 0.07 0.03 0.11
H 0.09 0.04 0.12
H -0.11 0.03 0.12
H 0.07 -0.05 -0.11
H 0.05 0.03 0.05
H -0.01 -0.06 0.09
H 0.02 -0.10 -0.01
H -0.07 0.01 -0.01
H 0.05 0.02 -0.04
H 0.05 -0.02 -0.05
H 0.01 -0.01 0.08
H 0.00 0.07 -0.03
H -0.05 0.05 -0.03
H 0.02 -0.05 -0.03
H 0.03 0.03 0.07
H 0.05 0.05 0.03
H -0.04 -0.03 0.08
H -0.06 -0.02 0.02
H -0.09 -0.02 -0.03
H -0.01 -0.09 -0.04
H 0.02 -0.06 -0.05
H 0.01 -0.06 -0.04
H 0.17 -0.05 0.06
H -0.11 0.06 0.02
H 0.03 -0.06 -0.12
H -0.04 0.07 -0.05
H 0.10 0.02 -0.04

Formally, the Löwdin partial charges of the atoms, in units of the elementary charge, are as follows: -0.1014, -0.2264, -0.1293, -0.0874, 0.1404, -0.2204, 0.0625, -0.1351, -0.4632, 0.0699, 0.0750, -0.1230, -0.4219, -0.0976, -0.2932, -0.1221, -0.2935, -0.1201, -0.2892, -0.1203, -0.0885, -0.0977, -0.0444, -0.0316, -0.0818, -0.2148, -0.0236, -0.2231, -0.0564, 0.0732, 0.0692, 0.0705, 0.1070, 0.1049, 0.1272, 0.1253, 0.1271, 0.1259, 0.1297, 0.1311, 0.1288, 0.1261, 0.1395, 0.1192, 0.1189, 0.1391, 0.1190, 0.1199, 0.1408, 0.1205, 0.1190, 0.1322, 0.1253, 0.1189, 0.1263, 0.1076, 0.1003, 0.1257, 0.1136, 0.0800, 0.0780, 0.0686

Entry 2:
Below is one molecule with the formula C2H5N5S, with properties calculated with wB97M-V/def2-TZVPD.

The molar mass comes out at 131.2 g mol⁻¹. The SMILES is Nc1n[nH]n(N)c1=S. Its strongest force on any atom is 5.4 eV Å⁻¹. As for the energy relative to the best compared isomer or geometry (same formula, charge and spin): 1.903 eV.

Geometry (Å):
1 N -0.110 2.471 0.117
2 C 0.236 1.223 0.021
3 N 1.423 0.671 0.024
4 N 1.276 -0.615 0.054
5 N -0.142 -0.994 -0.019
6 N -0.530 -2.283 0.054
7 C -0.869 0.158 0.168
8 S -2.471 0.334 0.072
9 H -1.074 2.723 -0.174
10 H 0.723 3.086 -0.178
11 H 2.066 -1.270 -0.144
12 H -0.504 -2.854 -0.828
13 H -0.022 -2.652 0.833

Force components x, y, z for each atom (eV/Å):
N 1.42 4.80 -0.86
C -1.18 -5.16 1.17
N -0.66 2.45 -0.47
N -0.62 -3.62 0.24
N 2.05 2.24 -0.23
N -0.20 -0.75 -0.43
C 2.97 -0.19 -2.04
S -1.20 0.31 0.39
H 1.14 -0.30 0.20
H -2.36 -0.75 0.65
H -1.57 0.89 -0.07
H 0.30 1.17 1.21
H -0.08 -1.08 0.24

Formally, the Löwdin partial charges of the atoms, in units of the elementary charge, are as follows: 0.0968, -0.4536, 0.0556, -0.0466, -0.1993, 0.0804, -0.7592, 0.6065, 0.0873, 0.1509, 0.1637, 0.1296, 0.0878

Entry 3:
Below is a 2-piece molecular cluster, C4H12S2 overall, with properties calculated with wB97M-V/def2-TZVPD.

The molar mass comes out at 124.3 g mol⁻¹. The SMILES is CSC.CSC. Its strongest force on any atom is 5.0 eV Å⁻¹. As for the energy relative to the best compared isomer or geometry (same formula, charge and spin): 2.638 eV.

Geometry (Å):
1 C 1.230 -4.180 -1.683
2 S -0.183 -3.073 -1.119
3 C -1.782 -3.762 -1.932
4 H 1.007 -5.227 -1.813
5 H 2.134 -4.186 -0.852
6 H 1.601 -3.829 -2.542
7 H -2.565 -3.338 -1.225
8 H -2.028 -3.584 -2.930
9 H -1.696 -4.869 -1.901
10 C 0.104 3.270 3.083
11 S 1.090 3.317 1.555
12 C 0.594 4.662 0.501
13 H 0.313 4.089 3.949
14 H 0.074 2.285 3.580
15 H -0.935 3.381 2.846
16 H -0.258 4.533 -0.156
17 H -0.073 5.463 0.802
18 H 1.372 5.048 -0.165

Force components x, y, z for each atom (eV/Å):
C 0.29 -0.64 4.99
S -0.25 -1.15 -1.03
C 0.96 -0.72 3.09
H -0.63 -0.26 0.13
H -2.50 0.39 -1.92
H 1.46 1.43 -3.20
H 0.85 -0.87 -1.02
H 0.13 1.19 -1.64
H -0.32 0.63 0.61
C -0.31 1.91 2.02
S 0.57 -0.67 0.54
C -1.79 1.18 -1.03
H -0.05 -1.79 -2.23
H 0.88 0.24 -0.55
H -0.70 0.39 -0.35
H 0.02 -2.22 -1.20
H 1.19 1.14 2.08
H 0.18 -0.16 0.72

Formally, the Löwdin partial charges of the atoms, in units of the elementary charge, are as follows: -0.4122, 0.6725, -0.3788, 0.0154, 0.0978, -0.0521, 0.0395, -0.0106, 0.0287, -0.4605, 0.7394, -0.4883, 0.0878, 0.0288, 0.0003, 0.0202, 0.0359, 0.0365

Entry 4:
Below is one molecule with the formula C4H6N2, with properties calculated with wB97M-V/def2-TZVPD.

The molar mass comes out at 82.1 g mol⁻¹. The SMILES is C[C@@]1(C#N)CN1. Its strongest force on any atom is 2.5 eV Å⁻¹. As for the energy relative to the best compared isomer or geometry (same formula, charge and spin): 3.370 eV.

Geometry (Å):
1 C 1.403 -0.236 0.198
2 C -0.028 0.287 0.144
3 C -0.131 1.653 -0.382
4 N -0.193 2.708 -0.852
5 C -0.987 -0.680 -0.344
6 N -0.908 -0.225 1.173
7 H 1.790 -0.277 -0.827
8 H 1.402 -1.248 0.615
9 H 2.062 0.394 0.795
10 H -1.800 -0.251 -0.943
11 H -0.729 -1.712 -0.493
12 H -1.882 -0.412 0.915

Force components x, y, z for each atom (eV/Å):
C 0.06 0.09 0.10
C 0.16 -0.04 -0.38
C -0.19 0.91 -0.31
N 0.06 -0.95 0.50
C 0.46 -0.49 -0.96
N 0.35 -1.23 -0.39
H -0.01 0.07 0.22
H -0.08 0.22 -0.04
H -0.10 0.01 0.02
H 0.04 -0.41 0.37
H 0.31 -0.12 -0.40
H -1.05 1.94 1.26

Formally, the Löwdin partial charges of the atoms, in units of the elementary charge, are as follows: -0.0210, -0.5702, -0.1420, 0.1574, -0.0906, 0.0813, 0.0933, 0.0898, 0.0846, 0.1254, 0.1095, 0.0825

Entry 5:
Below is one molecule with the formula C13H20BF3INO5S, with properties calculated with wB97M-V/def2-TZVPD.

The molar mass comes out at 497.1 g mol⁻¹. Its strongest force on any atom is 8.4 eV Å⁻¹.

Geometry (Å):
1 C 1.602 -3.704 0.656
2 B 1.135 -2.458 -0.351
3 O 1.357 -2.527 -1.839
4 C 0.358 -1.107 0.273
5 N 1.354 -0.032 0.645
6 C 1.705 -0.029 2.115
7 C 2.562 0.007 -0.259
8 C 4.099 -0.447 0.152
9 O 2.430 0.502 -1.521
10 C -0.726 -0.662 -0.871
11 C -1.959 0.287 -0.350
12 C -1.610 1.259 0.921
13 C -2.323 1.292 -1.618
14 C -1.136 2.441 -1.883
15 C -1.481 3.898 -1.217
16 F -2.816 4.539 -1.193
17 C -0.332 4.650 -0.571
18 F 0.628 5.484 -1.373
19 F -0.058 4.614 0.906
20 C -3.179 -0.712 0.093
21 I -5.135 0.279 0.350
22 O -2.940 -1.412 1.399
23 S -1.645 -2.511 1.280
24 O -1.664 -3.534 2.480
25 O -0.243 -1.580 1.546
26 H 2.658 -4.103 0.348
27 H 1.608 -3.405 1.790
28 H 0.783 -4.564 0.547
29 H 1.994 -3.288 -1.976
30 H 0.851 0.419 2.815
31 H 2.616 0.733 2.234
32 H 2.123 -1.063 2.519
33 H 4.448 -1.201 -0.705
34 H 4.195 -0.911 1.221
35 H 4.770 0.525 -0.008
36 H -0.091 -0.134 -1.733
37 H -1.238 -1.589 -1.422
38 H -2.540 1.994 1.048
39 H -0.624 1.896 0.803
40 H -1.484 0.679 1.956
41 H -3.307 1.908 -1.474
42 H -2.352 0.610 -2.583
43 H -0.148 2.021 -1.375
44 H -0.888 2.488 -3.045
45 H -3.356 -1.552 -0.732

Force components x, y, z for each atom (eV/Å):
C -0.25 -0.05 -0.02
B 0.61 -0.63 -1.81
O 0.63 -1.03 4.08
C -0.41 -1.54 -2.19
N 1.76 -0.74 -0.08
C 1.67 0.93 1.33
C -0.37 2.46 -5.52
C -0.45 0.51 -0.81
O 0.37 -3.18 7.75
C -0.13 0.53 -0.48
C 0.47 1.11 0.35
C -0.27 0.24 0.95
C 0.19 0.09 -0.37
C 0.44 -0.26 -0.64
C 2.45 1.62 0.20
F 3.14 -2.67 1.17
C -1.14 -0.14 -0.07
F -2.22 -3.80 3.13
F -1.07 1.57 -4.74
C 0.47 -0.88 -1.15
I 1.11 -0.53 -0.06
O 1.32 0.17 -0.87
S 0.43 -3.07 3.18
O -0.23 4.61 -4.07
O -1.59 0.20 -0.78
H -2.00 0.48 0.58
H 0.00 -0.55 -2.25
H 1.84 1.65 0.20
H -1.21 1.19 0.04
H 1.74 -1.31 -1.87
H -2.01 -1.58 -0.33
H -1.20 2.04 -0.75
H -0.94 1.57 2.01
H -0.15 0.97 -2.16
H -1.51 -2.17 0.62
H -1.31 -1.02 2.09
H 1.38 1.75 1.37
H 2.07 -1.49 -0.24
H -2.11 -1.36 -0.08
H -0.41 1.08 -2.45
H 1.64 -1.59 -0.24
H -0.22 1.58 1.88
H -2.06 1.27 -0.99
H -0.85 0.08 2.39
H 0.36 1.90 1.73

Formally, the Löwdin partial charges of the atoms, in units of the elementary charge, are as follows: -0.0361, -0.3205, 0.0335, -0.3726, -0.0526, -0.0846, -0.2698, -0.0266, -0.0490, -0.0740, -0.4326, -0.0662, -0.1428, -0.1163, -0.0763, -0.0499, 0.0112, -0.0203, -0.0338, -0.6802, 0.8488, -0.4408, 1.0631, -0.4201, -0.3442, 0.0786, 0.0786, 0.1032, 0.1100, 0.1192, 0.1169, 0.1083, 0.1104, 0.0808, 0.1107, 0.1431, 0.1399, 0.0933, 0.0876, 0.1001, 0.0815, 0.1335, 0.1095, 0.1318, 0.1157

Entry 6:
Below is a 2-piece molecular cluster, C4H12N2O2 overall, with properties calculated with wB97M-V/def2-TZVPD.

The molar mass comes out at 120.2 g mol⁻¹. Its strongest force on any atom is 0.9 eV Å⁻¹. As for the energy relative to the best compared isomer or geometry (same formula, charge and spin): 5.241 eV.

Geometry (Å):
1 C -1.049 0.191 1.491
2 O -1.652 0.845 2.423
3 C -0.441 -1.165 1.856
4 N -0.069 -1.879 0.614
5 H -1.762 -0.072 0.557
6 H -0.194 0.762 0.998
7 H 0.458 -1.029 2.451
8 H -1.171 -1.722 2.447
9 H 0.452 -2.731 0.765
10 H -0.915 -2.210 0.180
11 O 1.586 2.638 -1.417
12 C 1.891 1.486 -1.401
13 C 0.891 0.356 -1.441
14 N -0.497 0.885 -1.357
15 H 2.928 1.119 -1.325
16 H 1.000 -0.187 -2.378
17 H 1.044 -0.315 -0.594
18 H -0.992 0.818 -2.228
19 H -1.022 0.353 -0.599
20 H -0.486 1.856 -1.043

Force components x, y, z for each atom (eV/Å):
C -0.12 0.51 0.45
O -0.05 -0.06 -0.10
C -0.04 -0.66 -0.28
N 0.10 0.02 -0.24
H 0.07 -0.16 0.01
H 0.19 0.06 -0.06
H 0.05 0.15 0.12
H -0.01 0.05 0.11
H 0.27 0.03 0.37
H -0.41 0.03 -0.22
O -0.17 0.58 0.01
C 0.00 -0.93 0.09
C -0.08 0.51 -0.20
N 0.30 -0.27 0.41
H 0.17 0.25 -0.08
H 0.13 -0.17 0.07
H -0.07 -0.24 -0.04
H -0.24 0.06 -0.42
H -0.19 0.01 0.06
H 0.12 0.23 -0.07

Formally, the Löwdin partial charges of the atoms, in units of the elementary charge, are as follows: -0.6031, -0.2299, -0.2546, -0.0374, 0.0915, 0.0841, 0.1076, 0.1068, 0.0613, 0.0574, 0.0872, -0.2337, -0.1289, 0.1498, 0.1335, 0.1361, 0.0947, 0.1543, 0.0724, 0.1510

| no. | frontier orbital gap (hartree) |
| --- | --- |
| 1 | 0.304 |
| 2 | 0.296 |
| 3 | 0.341 |
| 4 | 0.401 |
| 5 | 0.246 |
| 6 | 0.237 |